Record 1
The following is a DFT calculation (wB97M-V/def2-TZVPD) of a structure of composition C4H7NOS in a non-equilibrium geometry.

Summary:
- Energy: -18629.8285 eV
- Gap between HOMO and LUMO (spin up / spin down): 7.77 / 7.71 eV
- 2S+1: 1
- Relative energy (zero: lowest compared OMol25 entry of this formula, charge and spin): 455.52 kJ/mol
- E_HOMO (spin up / spin down): -8.716 / -8.474 eV

Geometry as XYZ:
```
14
Properties=species:S:1:pos:R:3:forces:R:3:lowdin_charge:R:1
C -1.61199 -1.41602 -0.45167 0.4376 -1.7242 0.7361 -0.45
C 1.37761 0.15867 0.07206 1.9366 2.3579 0.2187 -0.28
C 0.30851 0.06085 -1.01018 -0.6401 -0.2048 0.3202 -0.29
C 0.93224 1.11924 1.19528 -1.9279 -0.1639 -1.1863 -0.39
N -0.88159 -0.33126 -0.39081 -0.3874 1.8791 -0.3327 -0.13
O -2.23426 -1.82986 0.53465 -0.2531 -0.1102 -1.6223 -0.07
S -0.64158 0.51095 1.75028 1.7869 -0.0032 -0.7243 1.00
H -1.45881 -1.97385 -1.46470 -0.7124 0.4311 1.2958 0.15
H 1.36825 -0.76413 0.58145 0.7902 -1.6102 -0.0127 0.08
H 2.34685 0.41111 -0.56849 -1.5600 -0.4404 2.2225 0.16
H 0.27199 0.99021 -1.57276 -0.2614 0.1348 -0.1348 0.12
H 0.72193 -0.72484 -1.61078 -0.0086 -0.5055 -0.8015 0.12
H 0.94265 2.18426 0.98024 0.1052 -0.0084 0.2311 0.04
H -1.44179 1.60469 1.95541 0.6944 -0.0322 -0.2097 -0.06
```
Forces are in eV/Å.

***

Record 2
The following is a DFT calculation (wB97M-V/def2-TZVPD) of a structure of composition C4H7NOS in a non-equilibrium geometry.

Summary:
- Energy: -18628.1832 eV
- Gap between HOMO and LUMO: 8.32 eV
- 2S+1: 1
- Relative energy (zero: lowest compared OMol25 entry of this formula, charge and spin): 614.27 kJ/mol
- E_HOMO: -8.753 eV

Geometry as XYZ:
```
14
Properties=species:S:1:pos:R:3:forces:R:3:lowdin_charge:R:1
C 1.59208 -0.66012 -0.45790 -1.4218 -0.2222 0.7364 -0.27
C 0.51742 0.22461 0.18214 0.7360 2.3862 -1.4142 -0.34
C -1.07129 1.64085 0.06550 -2.7136 1.8344 2.6439 -0.26
C -0.94533 0.13059 -0.06712 -1.8699 -1.8151 1.1754 -0.80
H 3.44702 -1.54548 0.38216 -3.2840 5.2253 -0.7342 0.28
H 1.27018 -1.63667 -0.08047 -0.4716 -0.3161 -1.2950 0.11
H 1.59487 -0.47646 -1.56277 0.4812 -0.5444 0.8575 0.14
H 0.71977 0.15994 1.23823 -0.1790 0.1589 0.7473 0.14
H 1.02191 2.39113 0.04236 -1.6956 -0.8172 -0.1707 0.14
H -1.21520 1.62850 1.48155 -0.0865 0.4467 -3.7515 0.19
H -2.00120 2.56057 -0.47050 3.1173 -3.3128 1.6479 0.20
N 0.30062 1.68390 -0.26504 3.3432 0.3073 -0.0935 -0.06
O 2.77895 -0.44370 0.27585 3.9528 -4.1996 0.2474 -0.18
S -1.85816 -1.20843 0.01764 0.0915 0.8685 -0.5969 0.71
```
Forces are in eV/Å.

***

Record 3
The following is a DFT calculation (wB97M-V/def2-TZVPD) of the molecule C4H7NOS in a non-equilibrium geometry.

Summary:
- Energy: -18629.1991 eV
- Gap between HOMO and LUMO: 9.08 eV
- 2S+1: 1
- Relative energy (zero: lowest compared OMol25 entry of this formula, charge and spin): 516.25 kJ/mol
- SMILES string: C#CN=S(C)(C)=O
- E_HOMO: -8.565 eV

Geometry as XYZ:
```
14
Properties=species:S:1:pos:R:3:forces:R:3:lowdin_charge:R:1
C 0.42539 -3.12587 -2.17609 -0.2960 -0.8989 -0.2838 0.07
C 0.65320 -2.37277 -1.28140 -0.2593 1.8620 0.4030 -0.34
C 1.01850 0.36795 1.27193 0.0723 -0.1182 2.2193 -0.18
C -1.24109 0.77575 -0.39210 3.4914 -0.1450 3.4010 -0.08
N 0.90353 -1.32189 -0.51423 -0.4583 0.2859 0.7236 -0.21
O -1.01105 -1.26602 1.28494 -1.8643 -1.9411 1.3746 -0.33
S -0.15907 -0.61679 0.37677 2.9873 3.0551 -1.0950 0.72
H 0.01568 -4.01689 -2.50035 -0.2161 -1.1922 -0.9535 -0.01
H 1.93269 -0.18691 1.37405 0.3831 -0.2312 -0.4683 0.06
H 1.18726 1.35074 0.94175 0.3357 1.0192 -1.4231 0.04
H 0.76547 0.60439 2.31824 -0.8561 -0.6796 -0.2374 0.08
H -1.54636 0.21991 -1.19751 -1.7472 -0.5217 -2.1381 0.01
H -1.84211 0.88002 0.55003 -0.0551 0.4361 -1.6002 0.08
H -0.47073 1.58577 -0.60690 -1.5174 -0.9305 0.0780 0.08
```
Forces are in eV/Å.

***

Record 4
The following is a DFT calculation (wB97M-V/def2-TZVPD) of the molecule C4H7NOS in a non-equilibrium geometry.

Summary:
- Energy: -18628.4838 eV
- Gap between HOMO and LUMO: 9.56 eV
- 2S+1: 1
- Relative energy (zero: lowest compared OMol25 entry of this formula, charge and spin): 585.26 kJ/mol
- SMILES string: C=C[C@@H](S)/C=N\O
- E_HOMO: -9.019 eV

Geometry as XYZ:
```
14
Properties=species:S:1:pos:R:3:forces:R:3:lowdin_charge:R:1
C -0.51774 0.95966 0.63721 -0.9707 4.3216 2.2451 -0.28
C 0.02042 0.59420 -0.75497 0.2854 -1.3401 3.1084 -0.66
C 1.56233 0.56756 -0.82381 0.6503 1.1793 -1.3455 -0.21
C 2.39138 0.39157 0.24521 -0.8166 -1.4592 0.1056 -0.03
H -0.46274 -1.38767 2.25985 0.8664 0.0415 -2.7794 0.15
H -0.87899 2.04053 0.79446 0.7046 -1.4509 -0.6092 0.14
H -0.21864 1.39069 -1.36302 -1.0310 1.5813 -1.3038 0.04
H -0.95644 -0.72208 -2.65910 -0.6864 -0.1463 3.4221 -0.01
H 1.88504 1.07819 -1.94811 -0.3427 -2.0742 3.3668 0.16
H 1.78961 0.08638 1.34861 2.4880 0.8608 -3.4903 0.14
H 3.55336 0.26961 0.01109 -2.7042 0.6530 1.1438 0.09
N -0.66740 0.32781 1.75797 0.8267 0.5987 -4.3436 0.00
O -0.25593 -0.95890 1.34192 -0.6421 -2.6321 5.3472 -0.25
S -1.17064 -0.77857 -1.08167 1.3723 -0.1332 -4.8672 0.71
```
Forces are in eV/Å.

***

Record 5
The following is a DFT calculation (wB97M-V/def2-TZVPD) of the molecule C4H7NOS in a non-equilibrium geometry.

Summary:
- Energy: -18632.2351 eV
- Gap between HOMO and LUMO: 10.01 eV
- 2S+1: 1
- Relative energy (zero: lowest compared OMol25 entry of this formula, charge and spin): 223.32 kJ/mol
- E_HOMO: -9.235 eV

Geometry as XYZ:
```
14
Properties=species:S:1:pos:R:3:forces:R:3:lowdin_charge:R:1
C -1.26067 1.25722 -0.77719 -2.4718 -0.3848 1.7263 -0.25
C -1.05236 0.35995 0.46725 -2.2223 -2.8164 -2.9039 -0.15
C 0.15168 -0.52661 0.06524 0.7087 1.9096 -0.5632 -0.43
C 1.21036 -0.86614 1.06244 0.7943 3.7421 1.8415 -0.13
N -0.36651 1.40630 -1.61898 1.2664 0.4064 -1.3996 -0.14
O 1.11147 -0.49942 -2.48605 0.2085 0.0841 0.1814 -0.51
S 1.04816 0.42510 -1.34273 -1.3813 -0.3279 0.3539 0.93
H -2.27082 1.77698 -0.87585 1.3887 -0.4282 0.0136 0.13
H -1.00815 1.03686 1.24507 0.7167 1.0415 2.1478 0.07
H -2.04204 -0.31552 0.64915 2.2785 1.6123 -0.4151 0.16
H -0.18864 -1.35746 -0.51802 -0.2913 -0.6743 -0.0848 0.10
H 2.09024 -0.09304 1.20022 -1.9175 -0.7567 -0.5858 0.12
H 1.76419 -1.69004 0.86949 1.2104 -3.0164 -0.8150 0.03
H 0.81310 -0.91417 2.05996 -0.2881 -0.3913 0.5028 0.07
```
Forces are in eV/Å.

***

Record 6
The following is a DFT calculation (wB97M-V/def2-TZVPD) of the molecule C4H7NOS in a non-equilibrium geometry.

Summary:
- Energy: -18631.2069 eV
- Gap between HOMO and LUMO: 9.22 eV
- 2S+1: 1
- Relative energy (zero: lowest compared OMol25 entry of this formula, charge and spin): 322.52 kJ/mol
- SMILES string: C=CN(S)C(C)=O
- E_HOMO: -8.644 eV

Geometry as XYZ:
```
14
Properties=species:S:1:pos:R:3:forces:R:3:lowdin_charge:R:1
C 1.72677 -0.11953 0.31452 -0.1410 -0.3650 1.4147 -0.02
C 0.43348 -0.91746 0.86526 0.8143 -0.4296 1.1216 -0.51
C -0.85455 0.79758 -0.45472 0.7439 -0.5526 -4.2736 -0.26
C -0.48291 1.03271 -1.75816 -2.5262 1.5024 3.5288 0.05
H 1.73007 -0.05510 -0.84311 0.0551 -0.1624 2.2764 0.07
H 1.39600 0.94529 0.77631 1.6867 -2.1549 -1.1670 0.12
H 2.76451 -0.61473 0.73315 -2.8797 1.5876 -0.9291 0.13
H -1.76575 -1.57477 2.20370 -0.6007 1.3685 -3.1829 0.03
H -1.58007 1.48899 -0.15271 -1.0076 0.4914 1.5775 0.07
H -0.96409 1.87722 -2.29525 0.9242 -0.5476 0.5016 0.08
H 0.16896 0.38705 -2.18748 1.6713 -1.7324 -1.8346 0.01
N -0.69557 -0.47221 0.19588 0.1123 0.3366 1.0587 -0.47
O 0.31768 -1.71004 1.83567 1.2049 1.9890 -2.8901 -0.06
S -2.19453 -1.06501 0.76693 -0.0575 -1.3311 2.7979 0.76
```
Forces are in eV/Å.

***

Record 7
The following is a DFT calculation (wB97M-V/def2-TZVPD) of the molecule C4H7NOS2 in a non-equilibrium geometry.

Summary:
- Energy: -29468.3085 eV
- Gap between HOMO and LUMO: 9.60 eV
- 2S+1: 1
- Relative energy (zero: lowest compared OMol25 entry of this formula, charge and spin): 142.98 kJ/mol
- SMILES string: C=C(SC)N(S)C=O
- E_HOMO: -9.052 eV

Geometry as XYZ:
```
15
Properties=species:S:1:pos:R:3:forces:R:3:lowdin_charge:R:1
C 1.84586 0.52896 -1.29212 0.6904 0.2311 -0.2331 -0.40
C 0.28357 -0.25452 0.87330 1.0302 0.4538 -0.3663 -0.70
C 0.41249 -0.17647 2.19168 -0.3783 -0.0144 0.5314 0.03
C -1.08275 1.45177 -0.22604 0.2508 1.2220 0.7205 -0.39
H 2.18058 1.45868 -0.76500 -0.3982 -0.8792 -0.5466 0.06
H 2.60124 0.21014 -2.04454 -0.3161 0.1977 0.6703 0.04
H 0.93301 0.69213 -1.86615 -0.0233 0.1663 0.2192 0.02
H -0.45498 -0.06660 2.86376 0.4500 0.3331 -0.5467 0.08
H 1.39776 -0.23605 2.66399 -0.4326 -0.3924 -0.2869 0.07
H -1.02545 -1.50926 -1.41984 0.5551 -0.2701 -0.7272 -0.15
H -2.03210 1.54457 -0.77808 0.1824 0.1164 -0.2037 0.12
N -0.87754 0.14421 0.13793 0.2913 -0.8006 0.5931 -0.51
O -0.37715 2.39022 0.10605 -0.7278 -1.1243 -0.4852 0.03
S 1.64175 -0.86111 -0.13607 -0.2632 0.5402 0.1832 0.85
S -1.84145 -1.10910 -0.47324 -0.9107 0.2203 0.4780 0.84
```
Forces are in eV/Å.

***

Record 8
The following is a DFT calculation (wB97M-V/def2-TZVPD) of the molecule C4H7NOS2 in a non-equilibrium geometry.

Summary:
- Energy: -29466.0755 eV
- Gap between HOMO and LUMO: 8.68 eV
- 2S+1: 1
- Relative energy (zero: lowest compared OMol25 entry of this formula, charge and spin): 358.43 kJ/mol
- SMILES string: COC1=NS[C@H](C)S1
- E_HOMO: -7.982 eV

Geometry as XYZ:
```
15
Properties=species:S:1:pos:R:3:forces:R:3:lowdin_charge:R:1
C 3.16453 0.30489 0.12345 1.7132 0.8659 -0.4942 -0.04
C 0.95803 -0.13632 -0.19940 -1.8937 2.1929 -0.8641 -0.89
C -1.55387 -0.42523 -0.51077 -4.8749 -1.0767 -2.3527 -1.03
C -2.86297 -0.40154 0.43960 -1.7600 1.2784 -0.7520 -0.23
H 3.22195 1.34876 -0.41587 -0.4644 -2.5479 0.1277 0.12
H 4.20798 -0.15945 0.19416 -1.8015 0.2332 -0.6526 0.11
H 2.94035 0.63804 1.11957 -0.4633 -0.2759 0.6395 0.06
H -2.01517 -0.68512 -1.56931 1.1471 0.6148 1.7503 0.09
H -2.38862 -0.30065 1.43822 -1.0135 -1.0820 -0.0117 0.04
H -3.85910 -1.21251 0.14182 3.4694 2.3671 1.3321 0.15
H -3.30386 0.79187 0.40474 0.8231 -3.4749 -0.4667 0.08
N 0.65214 1.13275 -0.18979 -0.8999 -2.3368 -0.4027 -0.21
O 2.12546 -0.69260 -0.31496 3.9854 2.2673 1.0720 -0.13
S -1.12945 1.24571 -0.37883 2.7505 2.1336 0.4515 0.86
S -0.15742 -1.44861 -0.28264 -0.7174 -1.1590 0.6234 1.01
```
Forces are in eV/Å.

***

Record 9
The following is a DFT calculation (wB97M-V/def2-TZVPD) of a structure of composition C4H7NOS2 in a non-equilibrium geometry.

Summary:
- Energy: -29465.1053 eV
- Gap between HOMO and LUMO: 8.88 eV
- 2S+1: 1
- Relative energy (zero: lowest compared OMol25 entry of this formula, charge and spin): 452.05 kJ/mol
- E_HOMO: -9.039 eV

Geometry as XYZ:
```
15
Properties=species:S:1:pos:R:3:forces:R:3:lowdin_charge:R:1
C -1.05505 -0.15582 -0.37499 0.4602 2.3769 1.5833 -0.74
C -0.65274 -0.75319 1.02108 -0.9056 -2.8148 0.8773 -0.17
C 0.85784 -0.23353 1.17453 1.5780 -1.5723 3.1643 -0.17
C 0.20845 0.57235 -0.82956 1.6773 -0.4202 -4.3542 -0.71
H -2.71382 -0.03314 -2.15450 0.7437 -0.8504 0.8207 -0.08
H -1.60009 0.75588 -0.19971 -0.8822 0.3688 0.5295 0.08
H -1.23833 -0.46262 1.96121 0.5608 0.1799 -1.7892 0.11
H -1.03792 -2.09405 1.04749 2.1499 3.9581 -0.3053 0.20
H 1.61798 -1.08822 1.72527 -2.1812 2.5811 -1.6609 0.18
H 1.00512 0.82970 1.75380 -0.7743 -2.7612 -0.8902 0.17
H 2.44328 1.18245 -1.16526 0.2605 -0.3462 2.6518 0.07
N 1.27430 0.07292 -0.17420 0.7412 1.4951 1.3302 -0.21
O 2.49675 0.87663 -0.13747 -2.0587 -0.7942 -3.2916 -0.08
S -2.12401 -1.08462 -1.44591 -0.3648 0.0835 -1.0111 0.75
S 0.51823 1.61525 -2.20180 -1.0050 -1.4842 2.3454 0.61
```
Forces are in eV/Å.

***

Record 10
The following is a DFT calculation (wB97M-V/def2-TZVPD) of the molecule C4H7NS in a non-equilibrium geometry.

Summary:
- Energy: -16584.0415 eV
- Gap between HOMO and LUMO: 7.88 eV
- 2S+1: 1
- Relative energy (zero: lowest compared OMol25 entry of this formula, charge and spin): 278.82 kJ/mol
- SMILES string: [H]/N=C/C(=C)CS
- E_HOMO: -8.207 eV

Geometry as XYZ:
```
13
Properties=species:S:1:pos:R:3:forces:R:3:lowdin_charge:R:1
C -0.47164 -1.89103 -0.53527 -3.1012 3.7898 2.6696 0.08
C -1.10563 0.36614 0.56584 -0.6262 0.9419 0.1328 -0.21
C -0.29652 -0.53285 -0.20464 5.1420 -2.3286 -2.1410 -0.24
C 1.21300 0.17379 -0.66157 -1.0690 -1.6352 1.8054 -0.46
N -0.70177 1.53330 0.91742 1.0756 -2.4124 -1.9928 0.06
S 2.11756 1.03150 0.73783 -0.7524 -0.1236 -0.4276 0.57
H 0.12784 -2.54654 -1.08082 1.4381 -0.2807 -0.8891 0.03
H -1.42467 -2.40815 -0.19843 1.0711 0.8239 -0.2974 0.08
H -2.10466 -0.00004 0.71356 -0.8747 0.1040 0.3039 0.11
H 1.16254 0.95932 -1.41822 -0.4197 -0.7078 -0.2550 0.04
H 1.88396 -0.69406 -0.88064 -0.6906 0.9203 -0.4309 0.05
H -1.36791 2.19054 1.12395 -2.3989 1.4190 1.4247 0.04
H 0.96790 1.81807 0.92099 1.2061 -0.5107 0.0973 -0.15
```
Forces are in eV/Å.

***

- relative energy (zero: lowest compared OMol25 entry of this formula, charge and spin) of number 9 (C4H7NOS2)?
  452.05 kJ/mol